Entry from the OMol25 dataset: a molecular structure, C53H55ClGeN3Se2SnTe2 (ωB97M-V/def2-TZVPD).

Output
net charge	-1
orbital gap	4.614	eV
highest occupied orbital energy	-3.36	eV

The geometry in XYZ format:
```
118
Properties=species:S:1:pos:R:3:forces:R:3:lowdin_charge:R:1
Sn -1.15544 -0.74900 -1.02486 0.2 0.1 -0.5 0.41
Se -2.76806 -2.71386 -0.21100 -0.2 -0.2 0.5 -0.21
Te -2.99957 -2.31054 -2.66718 -0.6 0.1 -0.2 0.16
Te -1.29336 -4.20276 -3.54393 0.3 -0.4 -0.1 0.00
Se 0.23735 -3.00887 -5.05927 0.1 0.1 -0.1 -0.44
C -1.71163 -4.00427 3.46954 0.0 0.0 -0.1 -0.08
C -0.43998 -3.33285 2.94464 0.0 -0.1 0.1 -0.37
C 0.45394 -2.95784 4.13486 -0.1 0.0 -0.1 -0.05
C 0.28696 -4.18544 1.91592 0.0 0.3 0.0 -0.15
C 0.21367 -5.56709 1.95580 0.0 -0.1 0.0 -0.04
C 0.81549 -6.33989 0.97406 0.1 0.0 0.0 -0.08
C 1.51947 -5.72113 -0.03882 0.0 0.0 0.1 -0.05
C 1.67470 -4.33529 -0.10103 0.0 0.0 -0.1 -0.12
C 2.57250 -3.84816 -1.24330 0.1 0.2 0.2 -0.34
C 4.04422 -4.11407 -0.88016 -0.1 -0.1 -0.1 -0.06
C 2.44017 -2.41084 -1.74344 -0.2 -0.1 0.0 -0.09
C 1.03646 -3.57339 0.88971 -0.1 -0.3 -0.1 -0.17
N 0.98675 -2.16656 0.81246 -0.1 0.3 -0.1 0.17
C 1.87929 -1.41582 1.28274 0.1 -0.5 0.2 -0.17
C 1.82815 0.08426 1.13886 0.0 0.6 0.0 -0.18
N 0.94641 0.68622 0.45672 0.3 -0.3 0.5 0.12
C 0.99602 2.08793 0.29246 0.0 0.4 -0.2 -0.17
C 0.46188 2.98771 1.23645 0.0 -0.1 0.0 -0.13
C 0.55673 4.34843 0.92872 0.0 0.0 0.0 -0.06
C 1.09754 4.81019 -0.25524 0.0 0.0 0.0 -0.07
C 1.60433 3.90602 -1.17536 0.0 0.0 0.0 -0.04
C 1.57674 2.54517 -0.91891 0.1 -0.2 0.1 -0.13
C 2.24406 1.56836 -1.88749 0.0 0.1 0.1 -0.35
C 3.67836 1.25093 -1.43322 -0.1 0.0 0.0 -0.05
C 2.31685 2.07520 -3.33073 -0.1 0.0 0.1 -0.07
C -0.11335 2.65051 2.62872 -0.1 -0.1 -0.1 -0.33
C -0.39851 1.18066 2.96841 0.1 0.0 -0.1 -0.06
C -1.41889 3.41571 2.91079 0.1 0.0 0.0 -0.08
C 2.99274 0.61887 1.89942 0.2 0.0 0.2 -0.09
C 3.46929 1.87632 2.17355 -0.1 -0.1 -0.1 0.01
C 4.65908 2.00136 2.93022 0.0 0.0 0.0 -0.06
C 5.35351 0.91644 3.39990 0.1 0.0 0.0 -0.02
C 4.88540 -0.39506 3.14378 -0.1 0.0 -0.1 -0.15
C 5.47997 -1.61539 3.54886 0.1 0.0 0.0 -0.02
C 4.89803 -2.81329 3.22122 0.0 0.0 0.0 -0.05
C 3.70198 -2.89733 2.46817 -0.1 0.0 0.0 0.00
C 3.11243 -1.73349 2.05008 0.2 0.1 0.0 -0.08
C 3.70763 -0.49893 2.39646 -0.1 0.0 -0.1 -0.07
H -2.32557 -3.27325 3.99860 0.0 0.0 0.0 0.08
H -1.47516 -4.81147 4.16798 0.0 0.0 0.0 0.07
H -2.30401 -4.41410 2.65036 0.0 0.0 0.0 0.07
H -0.73681 -2.40679 2.44471 0.0 0.0 -0.1 0.11
H 0.88768 -3.85571 4.58457 0.0 0.0 0.0 0.09
H -0.14120 -2.44589 4.89595 0.0 0.0 0.0 0.08
H 1.26839 -2.29650 3.84516 0.1 0.0 0.0 0.05
H -0.34463 -6.05336 2.74623 0.0 0.0 0.0 0.10
H 0.71914 -7.41871 0.99070 0.0 0.0 0.0 0.10
H 1.96362 -6.31957 -0.82699 0.0 0.0 0.0 0.12
H 2.32052 -4.48429 -2.09501 0.0 0.0 0.0 0.13
H 4.36675 -3.45621 -0.07018 0.0 0.0 0.0 0.06
H 4.68040 -3.92144 -1.74799 0.0 0.0 0.0 0.08
H 4.19984 -5.14680 -0.56003 0.0 0.0 0.0 0.07
H 2.84737 -1.68425 -1.03784 0.0 0.0 0.0 0.06
H 1.40203 -2.15661 -1.96281 0.0 0.0 0.0 0.02
H 2.99611 -2.31958 -2.67873 0.0 0.0 0.0 0.08
H 0.20639 5.07290 1.65195 0.0 0.0 0.0 0.10
H 1.12691 5.87435 -0.45796 0.0 0.0 0.0 0.10
H 2.03687 4.26577 -2.10070 0.0 0.0 0.0 0.11
H 1.66418 0.64076 -1.87655 0.0 0.0 0.0 0.10
H 4.23308 2.17950 -1.26915 0.0 0.0 0.0 0.09
H 4.19390 0.66418 -2.19688 0.0 0.0 0.0 0.08
H 3.70225 0.68540 -0.50662 0.1 -0.1 0.1 0.05
H 3.11960 2.80989 -3.44811 0.0 0.0 0.0 0.08
H 1.38275 2.53248 -3.65238 0.0 0.0 -0.1 0.05
H 2.52836 1.23482 -3.99431 0.0 0.0 0.0 0.09
H 0.63635 3.00967 3.34562 0.0 0.0 0.0 0.13
H -0.97772 0.69630 2.18025 0.0 0.0 0.0 0.06
H -0.98816 1.14421 3.88650 0.0 0.0 0.0 0.08
H 0.50522 0.60049 3.14294 0.0 0.0 0.0 0.06
H -2.23868 2.97346 2.34300 0.0 0.0 0.0 0.05
H -1.36322 4.47482 2.66726 0.0 0.0 0.0 0.06
H -1.66025 3.33474 3.97283 0.0 0.0 0.0 0.08
H 2.97120 2.76346 1.80957 0.0 0.0 0.0 0.11
H 5.03347 2.99679 3.13278 0.0 0.0 0.0 0.10
H 6.26999 1.05820 3.96178 0.0 0.0 0.0 0.11
H 6.40123 -1.59594 4.12091 0.0 0.0 0.0 0.11
H 5.36589 -3.73528 3.54268 0.0 0.0 0.0 0.11
H 3.26862 -3.86243 2.24286 0.0 0.0 0.0 0.12
Ge -3.27685 0.92687 -0.42527 -0.5 0.1 0.2 0.73
C -3.63719 2.70836 -1.23249 0.2 0.1 -0.1 -0.37
C -4.30784 2.84012 -2.45015 -0.1 0.0 0.1 -0.12
C -4.53184 4.08668 -3.02122 0.0 0.0 0.1 -0.10
C -4.07097 5.23504 -2.38915 0.0 0.0 0.0 -0.12
C -3.37444 5.12550 -1.19201 0.0 0.0 0.0 -0.10
C -3.16426 3.87404 -0.62341 -0.1 -0.1 -0.1 -0.13
C -5.09928 0.14002 -0.36130 0.1 -0.2 -0.1 -0.39
C -5.75910 -0.30804 -1.50686 0.0 0.1 0.1 -0.18
C -7.00361 -0.92264 -1.43571 0.0 0.1 0.1 -0.10
C -7.62225 -1.09015 -0.20484 0.0 0.0 0.0 -0.11
C -6.98902 -0.64281 0.94717 0.0 0.0 0.0 -0.10
C -5.73975 -0.04169 0.86603 0.1 0.0 -0.1 -0.14
H -3.17688 1.34145 1.07788 0.1 0.0 0.0 -0.06
H -4.66935 1.95453 -2.96246 0.0 0.0 0.0 0.09
H -5.06458 4.16246 -3.96227 0.0 0.0 0.0 0.10
H -4.25563 6.20943 -2.82771 0.0 0.0 0.0 0.09
H -2.99885 6.01478 -0.69723 0.0 0.0 0.0 0.09
H -2.61972 3.79511 0.31192 0.0 0.1 0.0 0.07
H -5.29938 -0.17752 -2.47942 0.0 -0.1 0.0 0.05
H -7.48418 -1.27777 -2.33971 0.0 0.0 0.0 0.10
H -8.58917 -1.57688 -0.14413 0.0 0.0 0.0 0.09
H -7.46665 -0.77004 1.91220 0.0 0.0 0.0 0.09
H -5.24158 0.29337 1.76952 -0.1 0.0 0.0 0.08
Cl -0.84161 0.82875 -7.30851 0.0 0.0 -0.1 0.67
C -0.98429 1.47180 -5.70754 0.0 0.1 0.2 -0.65
C -1.14198 2.83334 -5.50893 0.0 0.0 0.0 -0.10
C -1.21197 3.30162 -4.20783 0.0 0.0 0.0 -0.06
C -1.13937 2.38565 -3.16981 0.0 0.0 0.0 -0.18
N -1.01778 1.07600 -3.36824 0.1 0.1 0.0 0.02
C -0.92683 0.61703 -4.61479 0.0 -0.1 0.0 -0.17
H -1.19613 3.50841 -6.35389 0.0 0.0 0.0 0.10
H -1.31720 4.35857 -3.99874 0.0 0.0 0.0 0.11
H -1.17011 2.72037 -2.14020 0.0 0.0 0.0 0.09
H -0.78236 -0.45487 -4.75248 0.0 0.0 0.0 0.00
```
Forces are in eV/Å.